Entry 1:
C25H46Cl2IrN2O4S3Si | ωB97M-V with the def2-TZVPD basis set

Values from the calculation:
HOMO energy, eV: -10.4
Lowest unoccupied orbital energy, eV: -4.397
Electronic energy, eV: -106107.0606
Charge: +1
Largest force on an atom, eV/Å: 1.1
Relative energy (zero: lowest compared OMol25 entry of this formula, charge and spin), kJ/mol: 135.5

XYZ file:
```
84
Properties=species:S:1:pos:R:3:lowdin_charge:R:1
Ir -0.99 1.38 -1.38 0.775
Cl -3.76 1.49 -1.24 0.540
C -3.93 0.29 -2.56 -0.875
Cl -2.38 -0.07 -3.34 0.560
H -4.59 0.73 -3.30 0.045
H -4.32 -0.62 -2.12 0.039
C 1.84 -0.39 -0.35 -0.051
N 2.63 0.36 -1.34 -0.070
C 4.08 0.29 -1.19 -0.023
C 1.96 0.96 -2.33 -0.400
O 0.67 0.83 -2.40 -0.239
N 2.53 1.65 -3.33 -0.075
C 3.94 1.81 -3.69 -0.024
C 1.70 2.18 -4.42 -0.019
H 2.51 -0.74 0.43 0.088
H 1.34 -1.24 -0.79 0.090
H 1.11 0.26 0.11 0.017
H 4.29 -0.30 -0.31 0.091
H 4.52 1.28 -1.04 0.101
H 4.56 -0.21 -2.03 0.100
H 4.64 1.46 -2.95 0.048
H 4.12 2.87 -3.85 0.104
H 4.13 1.29 -4.63 0.106
H 0.65 2.09 -4.18 0.043
H 1.90 1.63 -5.34 0.109
H 1.95 3.22 -4.58 0.093
S 0.21 3.68 0.69 0.878
C -0.35 2.65 -0.29 -0.929
C 0.97 -4.18 2.48 -0.025
C 0.41 -4.26 1.06 -0.623
C 1.51 -4.66 0.08 -0.026
C -0.75 -5.24 1.00 -0.020
O -0.06 -2.97 0.62 -0.157
Si -0.66 -1.71 1.45 -0.072
S -1.52 -0.50 -0.14 0.339
O 0.58 -1.06 2.26 -0.143
C 0.77 -0.20 3.40 -0.623
C 2.24 -0.34 3.77 -0.018
C 0.44 1.22 2.97 -0.058
C -0.11 -0.63 4.57 -0.016
O -1.84 -2.10 2.47 -0.139
C -3.27 -2.18 2.56 -0.633
C -3.84 -2.85 1.31 -0.026
C -3.84 -0.77 2.72 -0.028
C -3.55 -3.02 3.80 -0.017
H 1.34 -5.15 2.80 0.098
H 0.19 -3.86 3.18 0.082
H 1.79 -3.46 2.53 0.083
H 1.89 -5.65 0.31 0.092
H 2.34 -3.95 0.14 0.083
H 1.12 -4.65 -0.93 0.091
H -0.41 -6.25 1.22 0.095
H -1.20 -5.23 0.01 0.096
H -1.51 -4.97 1.74 0.070
H 2.87 -0.11 2.91 0.079
H 2.45 -1.36 4.09 0.089
H 2.49 0.34 4.58 0.095
H 1.12 1.54 2.18 0.040
H 0.53 1.91 3.81 0.099
H -0.58 1.27 2.59 0.079
H 0.06 -1.68 4.81 0.095
H -1.17 -0.50 4.33 0.069
H 0.12 -0.02 5.44 0.097
H -3.61 -2.26 0.42 0.045
H -4.92 -2.95 1.40 0.096
H -3.41 -3.85 1.18 0.079
H -3.58 -0.16 1.85 0.047
H -3.44 -0.30 3.61 0.084
H -4.92 -0.81 2.81 0.094
H -3.15 -4.02 3.68 0.087
H -4.63 -3.10 3.96 0.094
H -3.10 -2.56 4.67 0.089
S -1.64 3.08 -2.96 0.568
C -0.68 4.55 -3.28 -0.625
C -0.32 4.77 -4.61 -0.154
C 0.32 5.95 -4.99 -0.080
C 0.61 6.91 -4.04 -0.079
C 0.24 6.71 -2.72 -0.076
C -0.43 5.55 -2.35 -0.124
H -0.55 4.02 -5.36 0.101
H 0.58 6.10 -6.02 0.109
H 1.11 7.83 -4.33 0.107
H 0.42 7.48 -1.98 0.108
H -0.78 5.43 -1.34 0.062
```



Entry 2:
C25H46Cl2N2O6P2V | ωB97M-V with the def2-TZVPD basis set

Values from the calculation:
HOMO energy (spin up / spin down), eV: -5.9 / -5.9
Lowest unoccupied orbital energy (spin up / spin down), eV: -2.577 / -1.999
Electronic energy, eV: -111239.9233
Charge: 0
Multiplicity: 2
Largest force on an atom, eV/Å: 3.4

XYZ file:
```
84
Properties=species:S:1:pos:R:3:lowdin_charge:R:1
V -0.32 -0.79 -0.50 0.207
Cl 0.42 0.10 -2.38 0.260
P -0.98 -2.91 -1.18 1.019
C 0.45 -3.61 -2.19 -0.500
C -1.29 -4.04 0.34 -0.479
C -2.47 -2.99 -2.34 -0.514
C 1.77 -2.88 -1.88 -0.144
H 0.17 -3.34 -3.23 0.113
C 0.67 -5.13 -2.11 -0.101
H 0.97 -5.44 -1.09 0.082
H 1.50 -5.39 -2.80 0.092
H -0.22 -5.69 -2.41 0.063
H 1.72 -1.84 -2.21 -0.018
H 2.60 -3.35 -2.44 0.091
H 2.05 -2.89 -0.81 0.053
H -2.05 -2.41 -3.19 0.106
C -3.67 -2.19 -1.79 -0.128
C -2.87 -4.38 -2.86 -0.097
H -2.11 -4.77 -3.55 0.071
H -3.83 -4.29 -3.42 0.092
H -3.01 -5.10 -2.04 0.078
H -3.39 -1.50 -0.98 0.030
H -4.48 -2.83 -1.41 0.080
H -4.08 -1.55 -2.58 0.091
C -0.14 -3.85 1.35 -0.115
H -1.35 -5.11 0.02 0.120
C -2.59 -3.61 1.04 -0.129
H 0.84 -4.00 0.89 0.059
H -0.22 -4.56 2.18 0.096
H -0.14 -2.83 1.79 0.066
H -2.57 -2.53 1.28 0.007
H -2.71 -4.15 2.00 0.093
H -3.47 -3.82 0.42 0.062
Cl -1.69 -0.19 1.19 0.222
H -1.63 -0.89 -1.27 -0.065
P 0.20 4.11 -1.38 1.032
C -1.03 4.00 -2.72 -0.548
C -0.29 4.21 0.33 -0.588
C 1.82 3.56 -1.94 -0.560
C -2.12 2.94 -2.65 -0.134
H -0.47 3.74 -3.64 0.108
C -1.53 5.46 -2.84 -0.150
H -2.18 5.75 -2.00 0.066
H -2.06 5.64 -3.78 0.066
H -0.67 6.13 -2.80 0.051
H -1.72 1.94 -2.87 0.028
H -2.86 3.16 -3.43 0.071
H -2.64 2.93 -1.69 0.056
H 1.65 2.99 -2.87 0.086
C 2.70 2.69 -1.03 -0.128
C 2.44 4.95 -2.27 -0.170
H 1.96 5.38 -3.15 0.064
H 3.52 4.87 -2.43 0.063
H 2.26 5.66 -1.45 0.062
H 2.22 1.77 -0.69 0.021
H 3.06 3.26 -0.17 0.068
H 3.58 2.39 -1.61 0.078
C -1.77 3.95 0.62 -0.117
H -0.09 5.29 0.52 0.099
C 0.54 3.41 1.33 -0.113
H -2.44 4.46 -0.09 0.057
H -1.98 4.36 1.62 0.083
H -2.02 2.88 0.68 0.058
H 0.44 2.32 1.20 0.051
H 0.16 3.64 2.33 0.074
H 1.60 3.68 1.31 0.068
O 2.53 -2.12 1.09 -0.002
C 2.11 -0.97 1.36 -0.618
O 1.72 -0.04 0.58 -0.123
C 2.08 -0.62 2.83 -0.090
C 1.06 0.19 3.34 0.065
C 0.99 0.45 4.73 -0.106
C 1.92 -0.13 5.61 0.098
C 2.93 -0.93 5.08 -0.127
C 3.01 -1.20 3.71 0.098
N 3.90 -1.49 5.97 -0.327
O 3.78 -1.32 7.19 0.066
O 4.85 -2.13 5.49 0.071
N -0.05 1.34 5.22 -0.305
O -0.82 1.87 4.39 0.056
O -0.09 1.53 6.46 0.064
H 0.32 0.61 2.68 0.046
H 1.84 0.06 6.68 0.133
H 3.78 -1.86 3.30 0.136
```



Entry 3:
C25H46FeP2 | ωB97M-V with the def2-TZVPD basis set

Values from the calculation:
HOMO energy (spin up / spin down), eV: -9.0 / -11.3
Lowest unoccupied orbital energy (spin up / spin down), eV: -1.786 / -4.158
Electronic energy, eV: -79627.1886
Charge: +1
Multiplicity: 6
Largest force on an atom, eV/Å: 3.5
Relative energy (zero: lowest compared OMol25 entry of this formula, charge and spin), kJ/mol: 0.0

XYZ file:
```
74
Properties=species:S:1:pos:R:3:lowdin_charge:R:1
Fe 0.00 -0.07 2.10 0.397
C -0.73 -1.91 2.88 -0.290
C 0.65 -2.04 2.45 -0.295
C 0.56 -0.46 4.16 -0.285
C -0.77 -0.93 3.92 -0.293
C 1.45 -1.14 3.26 -0.301
C -1.86 -2.81 2.52 -0.024
H -1.68 -3.34 1.58 0.066
H -2.80 -2.25 2.44 0.080
H -2.01 -3.57 3.30 0.107
C -1.96 -0.64 4.78 -0.019
H -2.89 -0.89 4.26 0.084
H -1.98 0.42 5.08 0.085
H -1.93 -1.24 5.70 0.103
C 0.99 0.42 5.29 -0.015
H 1.06 -0.15 6.23 0.104
H 0.28 1.24 5.46 0.082
H 1.98 0.85 5.10 0.078
C 2.93 -1.18 3.39 -0.030
H 3.22 -1.84 4.23 0.108
H 3.33 -0.18 3.62 0.071
H 3.41 -1.56 2.49 0.072
C 1.20 -3.12 1.60 -0.025
H 1.55 -3.97 2.21 0.107
H 2.07 -2.77 1.02 0.079
H 0.45 -3.51 0.90 0.070
C -2.08 0.86 -4.78 -0.111
C -1.97 -0.47 -4.85 -0.124
C -1.02 -1.28 -5.69 -0.185
C 0.31 -0.58 -6.09 -0.200
C 1.10 -0.04 -4.93 -0.099
C 0.97 1.16 -4.35 -0.135
C 0.04 2.29 -4.72 -0.187
C -1.24 1.89 -5.48 -0.198
H -1.50 -1.61 -6.63 0.123
H 0.10 0.19 -6.84 0.098
H -0.79 -2.20 -5.13 0.110
H -0.98 1.57 -6.50 0.099
H -2.92 1.30 -4.22 0.100
H -2.71 -1.09 -4.34 0.097
H -1.85 2.80 -5.60 0.115
H -0.23 2.81 -3.79 0.100
H 1.68 1.44 -3.56 0.089
H 0.57 3.04 -5.34 0.123
H 0.93 -1.34 -6.59 0.114
H 1.90 -0.70 -4.60 0.102
P -1.05 -0.04 0.16 0.843
P 1.50 1.24 1.18 0.820
C -0.24 1.19 -0.99 -0.340
C 0.68 2.14 -0.23 -0.348
H -1.03 1.74 -1.51 0.089
H 0.30 0.62 -1.75 0.070
H 1.47 2.55 -0.88 0.089
H 0.14 2.99 0.21 0.081
C 2.34 2.51 2.16 -0.208
H 3.01 2.05 2.90 0.047
H 1.62 3.13 2.70 0.055
H 2.93 3.15 1.49 0.064
C 2.87 0.40 0.33 -0.222
H 3.32 1.07 -0.42 0.058
H 2.52 -0.51 -0.18 0.046
H 3.65 0.11 1.05 0.042
C -2.79 0.49 0.23 -0.216
H -3.37 -0.18 0.88 0.054
H -3.21 0.46 -0.79 0.061
H -2.86 1.51 0.64 0.051
C -1.10 -1.58 -0.80 -0.221
H -0.11 -2.05 -0.81 0.044
H -1.41 -1.37 -1.83 0.047
H -1.81 -2.28 -0.34 0.046
C -0.90 1.60 2.55 -0.244
H -1.91 1.26 2.82 0.024
H -0.99 2.41 1.83 0.009
H -0.41 1.98 3.46 0.019
```



Entry 4:
C25H46GdO3P2S | ωB97M-V with the def2-TZVPD basis set

Values from the calculation:
HOMO energy (spin up / spin down), eV: -9.3 / -9.3
Lowest unoccupied orbital energy (spin up / spin down), eV: -6.045 / -3.638
Electronic energy, eV: -83053.5961
Charge: +1
Multiplicity: 8
Largest force on an atom, eV/Å: 3.2
Relative energy (zero: lowest compared OMol25 entry of this formula, charge and spin), kJ/mol: 0.0

XYZ file:
```
78
Properties=species:S:1:pos:R:3:lowdin_charge:R:1
Gd 0.25 -0.51 1.47 1.781
C -2.13 -0.53 0.84 -0.288
C -1.39 -0.80 -0.36 -0.311
C -1.04 -2.56 1.10 -0.347
C -1.89 -1.61 1.75 -0.324
C -0.73 -2.06 -0.20 -0.336
C -3.08 0.59 1.08 -0.006
H -3.04 1.33 0.28 0.092
H -2.87 1.11 2.02 0.066
H -4.11 0.21 1.15 0.114
C -2.37 -1.66 3.15 -0.007
H -3.42 -1.34 3.20 0.105
H -1.77 -1.02 3.82 0.090
H -2.31 -2.69 3.52 0.089
C -0.45 -3.76 1.73 -0.016
H -1.16 -4.18 2.46 0.092
H 0.48 -3.54 2.29 0.093
H -0.23 -4.53 0.98 0.099
C 0.06 -2.76 -1.24 -0.007
H -0.52 -3.57 -1.70 0.113
H 0.96 -3.21 -0.81 0.089
H 0.37 -2.07 -2.03 0.084
C -1.39 0.00 -1.61 -0.013
H -1.87 -0.54 -2.44 0.114
H -0.36 0.23 -1.93 0.073
H -1.89 0.96 -1.45 0.077
C 1.48 3.71 -0.93 -0.091
C 0.29 3.50 -1.52 -0.118
C -0.03 3.20 -2.95 -0.180
C 1.14 2.74 -3.87 -0.188
C 1.67 1.37 -3.63 -0.116
C 2.57 0.99 -2.70 -0.138
C 2.89 1.67 -1.40 -0.213
C 2.82 3.22 -1.42 -0.191
H -0.47 4.09 -3.45 0.123
H 1.95 3.49 -3.81 0.105
H -0.84 2.45 -2.96 0.088
H 3.11 3.62 -2.40 0.086
H 1.54 4.25 0.04 0.109
H -0.61 3.62 -0.89 0.101
H 3.57 3.61 -0.71 0.097
H 2.28 1.29 -0.55 0.096
H 2.96 -0.03 -2.76 0.103
H 3.92 1.36 -1.11 0.026
H 0.75 2.74 -4.90 0.117
H 1.26 0.60 -4.30 0.110
P 6.11 1.53 -1.99 0.813
P 7.18 -1.17 -2.17 0.760
C 7.92 1.52 -2.52 -0.424
C 8.52 0.16 -2.20 -0.458
H 8.44 2.32 -1.97 0.073
H 7.99 1.75 -3.59 0.069
H 9.29 -0.13 -2.93 0.073
H 8.98 0.15 -1.20 0.074
C 8.43 -2.52 -1.95 -0.346
H 7.94 -3.48 -2.10 0.026
H 8.84 -2.46 -0.94 0.031
H 9.25 -2.43 -2.67 0.037
C 7.05 -1.31 -4.02 -0.314
H 8.03 -1.19 -4.50 0.043
H 6.36 -0.56 -4.42 0.022
H 6.66 -2.31 -4.24 0.032
C 6.34 2.65 -0.54 -0.289
H 5.40 2.75 0.00 0.013
H 6.70 3.63 -0.88 0.048
H 7.09 2.19 0.12 0.044
C 5.52 2.68 -3.31 -0.274
H 6.21 2.65 -4.17 0.037
H 5.45 3.71 -2.94 0.043
H 4.53 2.34 -3.65 0.008
C -1.42 2.74 3.67 -0.103
S 0.03 2.11 2.82 0.512
O -0.40 1.72 1.40 -0.478
O 1.07 3.11 2.81 -0.268
O 0.36 0.77 3.46 -0.478
H -1.09 3.69 4.13 0.078
H -1.72 2.05 4.47 0.080
H -2.25 2.96 2.99 0.073
```



Entry 5:
C25H46O3P2SZr | ωB97M-V with the def2-TZVPD basis set

Values from the calculation:
HOMO energy (spin up / spin down), eV: -11.2 / -11.2
Lowest unoccupied orbital energy (spin up / spin down), eV: -8.850 / -8.831
Electronic energy, eV: -63491.0438
Charge: +2
Largest force on an atom, eV/Å: 3.6

XYZ file:
```
78
Properties=species:S:1:pos:R:3:lowdin_charge:R:1
Zr -0.89 -2.08 1.06 1.869
C -2.73 -3.61 1.37 -0.308
C -3.28 -2.60 0.51 -0.297
C -1.73 -3.79 -0.74 -0.259
C -1.77 -4.36 0.58 -0.287
C -2.71 -2.76 -0.80 -0.251
C -3.28 -4.02 2.69 0.006
H -3.73 -3.17 3.21 0.092
H -2.51 -4.46 3.33 0.061
H -4.08 -4.77 2.56 0.124
C -1.09 -5.62 0.96 -0.008
H -1.25 -5.86 2.02 0.074
H -0.01 -5.57 0.77 0.103
H -1.49 -6.46 0.37 0.119
C -0.98 -4.36 -1.89 -0.001
H -1.45 -5.27 -2.28 0.121
H 0.04 -4.63 -1.58 0.098
H -0.91 -3.63 -2.71 0.088
C -3.24 -2.18 -2.06 -0.002
H -3.98 -2.85 -2.53 0.127
H -2.43 -2.03 -2.78 0.094
H -3.73 -1.22 -1.90 0.084
C -4.47 -1.76 0.85 -0.010
H -5.40 -2.30 0.61 0.121
H -4.48 -0.82 0.29 0.083
H -4.50 -1.52 1.92 0.080
C 0.18 -0.19 2.56 -0.083
C -1.18 -0.38 2.79 -0.187
C -2.22 0.67 2.41 -0.150
C -2.11 1.16 0.96 -0.146
C -1.70 0.11 -0.04 -0.118
C -0.39 -0.26 -0.36 -0.204
C 0.82 0.50 0.16 -0.150
C 0.80 0.85 1.66 -0.147
H -2.18 1.55 3.07 0.152
H -1.49 2.06 0.91 0.128
H -3.21 0.23 2.58 0.105
H 0.35 1.84 1.81 0.117
H 0.88 -0.63 3.28 0.118
H -1.47 -0.97 3.68 0.139
H 1.85 0.95 1.98 0.135
H 1.72 -0.10 -0.06 0.132
H -0.19 -0.87 -1.26 0.142
H 0.96 1.44 -0.39 0.116
H -3.13 1.49 0.67 0.135
H -2.48 -0.09 -0.79 0.102
P 2.80 3.94 -1.18 0.773
P 2.99 4.34 -4.11 0.768
C 3.61 5.56 -1.68 -0.416
C 4.11 5.48 -3.13 -0.447
H 4.45 5.76 -1.00 0.077
H 2.86 6.36 -1.56 0.079
H 4.12 6.47 -3.61 0.080
H 5.12 5.05 -3.18 0.080
C 3.99 4.36 -5.66 -0.324
H 3.38 3.89 -6.45 0.034
H 4.89 3.76 -5.50 0.034
H 4.25 5.38 -5.96 0.045
C 1.78 5.66 -4.61 -0.311
H 2.31 6.56 -4.95 0.044
H 1.12 5.90 -3.77 0.026
H 1.18 5.25 -5.43 0.035
C 4.09 3.40 0.01 -0.312
H 3.72 2.54 0.59 0.011
H 4.35 4.23 0.69 0.044
H 4.98 3.10 -0.55 0.045
C 1.54 4.62 -0.03 -0.321
H 0.78 5.14 -0.63 0.037
H 1.99 5.33 0.67 0.049
H 1.06 3.80 0.52 -0.005
C 0.21 -4.97 4.18 -0.107
S 1.03 -3.46 3.67 0.557
O 0.70 -2.44 4.63 -0.284
O 2.40 -3.73 3.34 -0.248
O 0.28 -3.12 2.30 -0.525
H 0.64 -5.25 5.15 0.098
H 0.40 -5.76 3.46 0.071
H -0.87 -4.79 4.30 0.053
```



Entry 6:
C25H47BeBr2NO3Si2 | ωB97M-V with the def2-TZVPD basis set

Values from the calculation:
HOMO energy, eV: -7.9
Lowest unoccupied orbital energy, eV: -1.090
Electronic energy, eV: -190562.7971
Charge: 0
Largest force on an atom, eV/Å: 3.1
Relative energy (zero: lowest compared OMol25 entry of this formula, charge and spin), kJ/mol: 19.4

XYZ file:
```
81
Properties=species:S:1:pos:R:3:lowdin_charge:R:1
O -0.91 -1.87 -1.28 -0.235
O 0.92 1.33 -4.65 -0.172
C -0.08 -2.94 -1.80 -0.275
C -0.79 -4.29 -1.82 -0.076
H 0.79 -3.00 -1.05 0.121
H 0.31 -2.66 -2.77 0.095
H -0.99 -4.63 -0.78 0.086
H -0.07 -4.98 -2.30 0.077
H -1.72 -4.26 -2.45 0.087
C -1.68 -1.07 -2.18 -0.256
C -1.52 -1.35 -3.67 -0.073
H -1.45 0.00 -1.94 0.100
H -2.72 -1.25 -1.83 0.109
H -0.58 -0.86 -4.04 0.078
H -2.37 -0.84 -4.15 0.079
H -1.58 -2.44 -3.92 0.081
C 0.53 2.41 -3.82 -0.294
C 2.32 1.07 -4.56 -0.286
C -0.90 2.80 -4.13 -0.073
H 1.18 3.28 -4.06 0.121
H 0.63 2.20 -2.74 0.105
H -1.01 3.00 -5.21 0.082
H -1.13 3.72 -3.59 0.075
H -1.63 2.03 -3.85 0.065
C 2.74 0.45 -5.89 -0.077
H 2.59 0.42 -3.73 0.108
H 2.86 2.03 -4.44 0.115
H 2.11 -0.41 -6.17 0.077
H 3.79 0.14 -5.85 0.075
H 2.64 1.21 -6.68 0.080
H 1.51 -0.44 0.40 -0.002
Be -1.00 -0.97 2.00 0.156
C 1.92 -0.40 -0.63 -0.162
Si 3.32 0.41 0.48 0.545
H 1.86 -1.42 -1.05 0.016
H 1.23 0.13 -1.29 0.015
C 4.69 -0.51 -0.42 -0.206
C 3.43 0.03 2.40 -0.165
C 2.95 2.27 0.31 -0.179
C -2.41 -1.62 1.32 -0.254
Si -3.51 -0.13 1.25 0.420
H -2.83 -2.44 2.00 0.059
H -2.18 -2.08 0.35 0.005
C -4.99 -0.87 0.34 -0.197
C -2.96 1.44 0.33 -0.184
C -3.88 0.37 3.04 -0.180
H 2.36 2.40 -0.61 0.010
H 3.83 2.92 0.22 0.030
H 2.34 2.67 1.13 0.017
H 4.44 -1.57 -0.31 0.033
H 5.72 -0.38 -0.12 0.014
H 4.59 -0.26 -1.48 0.023
H 3.10 -1.01 2.61 0.023
H 2.80 0.70 3.02 0.018
H 4.47 0.13 2.82 0.041
H -3.69 1.64 -0.47 0.032
H -1.96 1.36 -0.13 0.008
H -2.97 2.31 1.02 0.023
H -4.78 1.01 3.05 0.031
H -3.05 0.92 3.52 0.010
H -4.07 -0.55 3.62 0.037
H -5.92 -0.40 0.70 0.020
H -4.97 -1.95 0.58 0.030
H -4.87 -0.73 -0.75 0.019
Br 1.62 -3.57 4.68 0.807
C 0.91 -1.84 4.90 -0.610
C 0.96 -1.11 6.10 -0.149
C 0.57 0.21 6.16 -0.611
Br 0.62 1.16 7.82 0.747
C 0.08 0.90 5.01 -0.184
C -0.13 2.30 4.82 0.000
C -0.43 2.79 3.58 -0.034
C -0.58 1.92 2.48 -0.057
N -0.58 0.56 2.64 0.117
C -0.17 0.10 3.88 -0.129
C 0.26 -1.27 3.79 -0.363
O 0.05 -1.88 2.65 -0.076
H 1.33 -1.61 7.00 0.110
H -0.09 2.97 5.70 0.102
H -0.57 3.85 3.38 0.120
H -0.61 2.29 1.47 0.107
```